Record 1
This record from OMol25 describes an isolated molecule of C32H44F3N3O2S. The level of theory is the ωB97M-V functional and the def2-TZVPD basis.

Structure (XYZ):
```
85
Properties=species:S:1:pos:R:3:forces:R:3:nbo_charge:R:1
C 3.4179 5.4890 3.2489 0.2 -0.1 -0.2 -0.61
H 4.2569 5.9702 3.7468 0.0 0.0 0.1 0.21
C 3.8362 4.9887 1.8715 -0.2 0.1 0.0 -0.39
C 2.6714 4.4280 1.0541 0.0 -0.1 0.2 -0.39
C 1.9813 3.2089 1.6671 0.3 0.0 -0.2 -0.40
C 2.9037 2.0015 1.8237 -0.5 0.0 0.1 -0.40
C 2.1200 0.7555 2.2293 0.4 0.0 0.2 -0.38
C 2.9997 -0.4827 2.4020 -0.2 0.1 -0.2 -0.40
C 3.6595 -0.9173 1.0927 0.0 -0.1 0.2 -0.39
H 4.5535 -0.3191 0.9120 0.0 0.0 -0.1 0.21
H 2.9670 -0.7528 0.2652 0.1 0.0 0.0 0.22
C 4.0489 -2.4022 1.1020 -0.1 0.1 -0.1 -0.50
C 2.8280 -3.2525 0.8426 0.3 0.1 -0.2 0.81
O 2.2866 -3.3601 -0.2283 0.0 0.0 -0.1 -0.62
O 2.4134 -3.8643 1.9550 0.0 0.0 0.4 -0.52
C 1.2879 -4.7382 1.8743 -0.6 -0.3 0.0 -0.12
H 1.0005 -4.8496 0.8249 0.0 -0.1 0.2 0.21
C 0.1032 -4.2234 2.7208 0.4 -0.1 -0.2 -0.22
N -0.8680 -3.3812 2.0728 0.0 0.0 0.0 -0.45
C -1.6529 -4.0139 1.0344 -0.3 0.0 0.1 -0.23
C -2.8592 -3.1277 0.7356 0.1 -0.2 -0.1 -0.22
N -2.4114 -1.8264 0.2771 0.0 0.1 0.1 -0.46
C -1.5838 -1.2077 1.2946 0.3 0.0 0.0 -0.21
C -0.3849 -2.1012 1.5970 -0.2 0.3 0.1 -0.24
H 0.2175 -1.6389 2.3803 0.1 0.0 0.0 0.20
H 0.2223 -2.1978 0.6819 0.0 0.0 0.0 0.19
H -1.2306 -0.2432 0.9223 0.0 0.0 0.0 0.21
H -2.1479 -1.0406 2.2290 0.0 0.0 0.0 0.17
C -3.5102 -0.9771 -0.1459 -0.1 0.0 -0.2 -0.22
H -4.3700 -1.0391 0.5426 0.1 0.0 0.0 0.18
C -3.9677 -1.3217 -1.5665 0.2 0.0 0.1 -0.41
H -4.4719 -2.2884 -1.5836 -0.1 0.0 -0.1 0.21
H -4.6839 -0.5666 -1.8918 -0.1 -0.1 0.0 0.22
C -2.7652 -1.3983 -2.5136 -0.4 -0.2 0.0 -0.22
N -1.9752 -0.1863 -2.4596 0.1 -0.2 0.4 -0.48
C -2.5718 1.0364 -2.7065 -0.4 0.6 -0.3 0.25
C -3.6867 1.1447 -3.5370 0.1 0.2 0.1 -0.24
C -4.2958 2.3746 -3.7510 0.0 0.1 0.0 -0.14
C -3.8032 3.5335 -3.1734 -0.1 -0.2 -0.1 -0.21
C -2.6795 3.4433 -2.3701 -0.1 -0.1 -0.1 -0.19
C -2.0828 2.2186 -2.1298 0.2 0.0 0.1 -0.22
S -0.7218 2.1506 -1.0073 -0.1 -0.3 -0.1 0.30
C 0.1347 0.7686 -1.7265 -0.3 0.4 0.1 -0.23
C 1.5159 0.7430 -1.6601 0.0 -0.2 -0.1 -0.22
C 2.2114 -0.3421 -2.1640 0.1 0.0 0.0 -0.23
C 1.5126 -1.3888 -2.7376 0.0 0.0 0.0 -0.17
C 0.1340 -1.3424 -2.8351 -0.1 0.0 0.0 -0.26
C -0.5876 -0.2630 -2.3267 0.5 -0.1 -0.1 0.25
H -0.3837 -2.1506 -3.3263 -0.1 -0.1 0.0 0.22
H 2.0423 -2.2460 -3.1210 0.0 -0.1 0.0 0.22
H 3.2887 -0.3666 -2.1137 0.1 0.0 0.0 0.22
H 2.0310 1.5709 -1.1978 0.1 0.1 0.0 0.22
H -2.2730 4.3237 -1.8979 0.1 0.1 0.0 0.22
H -4.2851 4.4822 -3.3428 -0.1 0.1 0.0 0.23
C -5.5104 2.3968 -4.6287 -0.3 -0.1 -0.2 0.98
F -5.2561 1.9337 -5.8692 0.2 -0.1 0.0 -0.33
F -6.4973 1.6118 -4.1465 0.0 -0.1 0.2 -0.33
F -6.0420 3.6154 -4.7834 0.1 0.3 0.1 -0.32
H -4.0908 0.2735 -4.0258 0.0 -0.1 0.0 0.23
H -3.0937 -1.6300 -3.5344 0.1 -0.1 0.0 0.19
H -2.1299 -2.2065 -2.1538 0.0 0.1 -0.1 0.24
H -3.1580 0.0570 -0.1359 0.0 0.0 0.0 0.21
H -3.4662 -3.5921 -0.0438 0.0 0.0 0.0 0.20
H -3.4710 -3.0394 1.6515 0.0 0.0 -0.1 0.17
H -1.9926 -4.9905 1.3871 0.0 0.0 0.0 0.20
H -1.0782 -4.1502 0.1026 0.0 -0.1 0.0 0.17
H 0.5145 -3.6711 3.5711 0.0 -0.1 0.1 0.21
H -0.4345 -5.0928 3.1090 0.1 0.0 0.0 0.20
H 1.6265 -5.7019 2.2641 0.0 0.1 0.0 0.19
H 4.7581 -2.5967 0.2961 0.0 -0.1 0.0 0.23
H 4.4938 -2.6789 2.0571 0.1 0.0 0.0 0.22
H 3.7679 -0.2864 3.1537 0.0 -0.1 0.1 0.20
H 2.3819 -1.3020 2.7750 0.0 0.0 0.1 0.20
H 1.3601 0.5481 1.4715 -0.1 0.0 0.0 0.19
H 1.6002 0.9567 3.1695 -0.1 0.0 0.0 0.20
H 3.4163 1.8189 0.8776 0.1 0.0 -0.1 0.19
H 3.6626 2.2065 2.5808 0.1 0.0 0.0 0.19
H 1.1474 2.9297 1.0173 -0.1 0.0 0.1 0.21
H 1.5577 3.4719 2.6374 -0.1 0.0 0.1 0.20
H 1.9255 5.2156 0.9218 0.0 0.1 -0.1 0.20
H 3.0427 4.1594 0.0615 -0.1 0.0 -0.1 0.20
H 4.6107 4.2275 1.9800 0.1 0.0 0.0 0.19
H 4.2738 5.8198 1.3126 0.1 -0.1 0.0 0.20
H 2.6104 6.2129 3.1611 -0.1 0.1 0.1 0.20
H 3.0784 4.6691 3.8762 -0.1 -0.1 0.1 0.20
```
Forces are in eV/Å.

Output
LUMO level ... 0.02582 Eh
SMILES ... CCCCCCCCCC(=O)OCCN1CCN(CCCN2c3ccccc3Sc3ccc(C(F)(F)F)cc32)CC1
HOMO-LUMO gap ... 8.25 eV
ΔE to the lowest compared entry with this formula, charge and spin ... 1.51 kJ/mol

Record 2
This record from OMol25 describes an isolated molecule of C6H12FN at a distorted geometry. The level of theory is the ωB97M-V functional and the def2-TZVPD basis.

Structure (XYZ):
```
20
Properties=species:S:1:pos:R:3:forces:R:3:nbo_charge:R:1
C 2.4542 0.0257 -0.3698 -0.7 -0.3 -0.9 -0.41
C 0.1946 -0.6018 0.2740 -0.5 -0.6 0.9 -0.04
C -1.0425 -1.5721 0.2567 0.1 -0.4 0.2 -0.44
C -1.9361 -0.3233 0.1573 -0.9 -0.9 0.0 0.21
C -0.7471 0.4663 -0.3075 0.3 1.4 -0.4 -0.25
C -0.5935 1.9302 0.1292 -0.7 -0.9 -0.6 -0.61
H 2.6542 0.4493 0.6192 0.0 -0.1 0.2 0.17
H 2.1412 0.8589 -1.0449 0.4 -0.6 0.5 0.19
H 3.3515 -0.4519 -0.7714 0.0 0.4 0.1 0.21
H 1.7560 -1.8982 -0.0608 -0.2 0.3 0.1 0.36
H 0.4597 -0.3082 1.3051 -0.4 0.0 0.1 0.15
H -1.2495 -2.2141 1.1307 0.3 0.2 -0.4 0.21
H -1.0153 -2.1882 -0.6564 -0.2 0.4 0.2 0.23
H -2.3294 -0.0499 1.1471 0.1 0.1 -0.3 0.16
H -0.7733 0.4010 -1.3951 0.3 -0.1 -0.2 0.23
H 0.4016 2.2430 -0.0766 0.8 0.5 -0.3 0.21
H -1.3160 2.5543 -0.4026 0.2 0.1 0.0 0.22
H -0.7485 2.0619 1.1822 -0.2 -0.1 0.7 0.20
N 1.4038 -1.0073 -0.3984 0.1 0.4 -0.6 -0.63
F -3.0655 -0.3758 -0.7179 1.1 0.0 0.7 -0.38
```
Forces are in eV/Å.

Output
LUMO level ... 0.03877 Eh
SMILES ... CN[C@@H]1C[C@H](F)[C@H]1C
HOMO-LUMO gap ... 9.98 eV
ΔE to the lowest compared entry with this formula, charge and spin ... 84.03 kJ/mol

Record 3
This record from OMol25 describes a structure of composition C23H26N9O2S2SeY at a distorted geometry. The level of theory is the ωB97M-V functional and the def2-TZVPD basis.

Structure (XYZ):
```
64
Properties=species:S:1:pos:R:3:forces:R:3:nbo_charge:R:1
Y -0.0808 0.8433 -0.3795 -1.1 1.0 -1.3 1.42
N -2.0388 3.8987 -0.8132 -0.1 -0.2 0.0 -0.57
C -1.7198 3.7702 0.5238 0.1 0.0 0.1 0.41
C -2.3145 4.6692 1.4182 0.0 0.0 0.0 -0.28
C -2.0147 4.5799 2.7574 0.0 -0.1 -0.1 -0.13
C -1.1281 3.5964 3.1796 0.0 0.0 0.1 -0.30
C -0.6081 2.7370 2.2373 -0.1 0.1 0.2 0.14
N -0.8915 2.8038 0.9254 -0.4 0.4 0.2 -0.56
C -1.3740 3.4573 -1.9440 0.3 0.0 -0.2 0.43
C -1.9623 3.7180 -3.1841 -0.1 0.1 0.0 -0.31
C -1.2660 3.3928 -4.3289 0.1 0.0 0.1 -0.12
C 0.0050 2.8483 -4.2169 0.1 0.1 -0.1 -0.30
C 0.5031 2.6057 -2.9526 -0.1 0.0 -0.2 0.12
N -0.1809 2.8694 -1.8235 -0.1 0.4 -0.2 -0.57
H -2.8368 4.4789 -0.9978 -0.1 0.0 0.0 0.40
H -2.9920 5.4246 1.0410 0.0 0.0 0.0 0.21
H -2.4581 5.2682 3.4646 0.0 0.0 0.0 0.22
H -0.8541 3.4900 4.2190 0.0 0.0 0.0 0.23
H 0.0650 1.9525 2.5488 0.1 0.0 0.0 0.23
H -2.9449 4.1703 -3.2294 0.0 0.0 0.0 0.21
H -1.7074 3.5673 -5.3015 0.0 0.0 0.0 0.22
H 0.5919 2.5939 -5.0868 0.0 0.0 0.0 0.23
H 1.4878 2.1849 -2.8229 0.0 -0.1 0.0 0.24
N 6.3002 -3.5982 1.1609 0.1 0.0 0.0 -0.79
C 5.1817 -2.8059 1.2907 -0.1 0.1 0.0 0.20
C 4.7760 -2.3603 2.5578 0.1 -0.1 0.0 -0.29
C 3.6957 -1.5163 2.6879 -0.1 0.0 0.0 -0.12
C 3.0104 -1.1102 1.5505 -0.2 0.3 0.1 -0.42
C 3.3837 -1.5409 0.2869 0.0 -0.1 -0.1 -0.09
C 4.4634 -2.3930 0.1633 0.0 0.0 0.0 -0.29
S 1.6991 0.0442 1.7281 -0.1 -0.1 0.6 2.31
O 1.7018 0.5898 3.0593 0.2 -0.3 0.1 -0.93
O 1.8743 1.0721 0.6790 0.3 0.0 0.3 -0.99
N 0.2364 -0.5781 1.3000 1.5 -0.8 1.6 -1.00
C -0.1619 -1.6919 1.9885 -0.4 -0.3 0.4 0.58
N 0.5893 -2.1640 2.9998 0.0 0.2 -0.2 -0.50
C 0.1344 -3.2057 3.6747 0.0 0.1 -0.1 0.11
C -1.0740 -3.8186 3.3846 0.0 0.0 0.0 -0.36
C -1.7663 -3.2854 2.3141 0.0 0.1 0.0 0.10
N -1.3312 -2.2428 1.6184 0.1 0.1 -0.1 -0.51
H 6.6294 -4.0772 1.9792 0.0 -0.1 0.0 0.38
H 6.4330 -4.0856 0.2932 0.0 0.0 0.0 0.39
H 5.3234 -2.6812 3.4365 0.0 0.0 0.0 0.21
H 3.3629 -1.1585 3.6517 0.0 0.0 0.0 0.24
H 2.8237 -1.2249 -0.5904 0.0 0.0 0.0 0.27
H 4.7630 -2.7361 -0.8199 0.0 0.0 0.0 0.21
H 0.7738 -3.5539 4.4809 -0.1 0.0 0.0 0.20
H -1.4407 -4.6646 3.9458 0.0 0.0 0.0 0.23
H -2.7096 -3.7083 1.9821 0.0 0.0 0.0 0.20
Se 0.6457 -0.5597 -2.2996 0.5 -0.9 -1.3 -1.13
C -2.8141 0.1760 -3.8703 0.1 0.0 0.0 -0.42
N -2.6404 -0.9963 -3.0391 -0.1 -0.1 0.0 -0.59
C -2.5004 -0.9609 -1.7067 -0.2 0.2 0.0 0.43
S -2.7933 0.4650 -0.7681 -0.3 0.0 0.0 -0.33
N -2.2406 -2.0902 -1.0726 0.0 -0.3 -0.1 -0.60
C -1.8057 -3.2922 -1.7507 0.0 0.0 -0.1 -0.45
H -3.4558 -0.0703 -4.7170 0.0 0.0 0.0 0.20
H -1.8442 0.5238 -4.2349 0.0 0.0 0.1 0.22
H -3.2785 0.9615 -3.2843 0.0 0.0 0.0 0.23
H -2.1191 -1.7372 -3.4824 0.0 -0.1 0.0 0.41
H -2.0364 -2.0327 -0.0719 0.0 0.2 0.0 0.46
H -0.8662 -3.1066 -2.2853 0.0 0.0 0.0 0.24
H -2.5686 -3.6420 -2.4511 0.0 0.0 0.0 0.19
H -1.6339 -4.0630 -1.0033 0.0 0.0 0.0 0.22
```
Forces are in eV/Å.

Output
LUMO level ... 0.01654 Eh
HOMO-LUMO gap ... 6.48 eV
ΔE to the lowest compared entry with this formula, charge and spin ... 0.00 kJ/mol

Record 4
This record from OMol25 describes a cluster of 10 separate species, H18NO12 in total at a distorted geometry. The level of theory is the ωB97M-V functional and the def2-TZVPD basis.

Structure (XYZ):
```
31
Properties=species:S:1:pos:R:3:forces:R:3:nbo_charge:R:1
N -1.0433 0.5433 -0.3164 5.4 -0.2 -1.0 0.74
O -0.6481 -0.5651 0.1390 -1.7 -1.0 0.3 -0.60
O -0.7818 1.5318 0.3661 -1.9 0.8 0.3 -0.52
O -1.1281 0.6289 -1.5565 -2.2 0.5 0.4 -0.54
O 0.1203 -3.6811 0.6740 -0.2 0.2 -0.3 -0.94
H 1.0396 -3.4307 0.7154 0.5 0.0 0.1 0.45
H -0.2365 -3.0871 -0.0069 -0.4 -0.2 0.0 0.49
O 1.5608 3.0007 -1.8822 0.2 2.7 0.5 -0.94
H 1.3536 2.2110 -1.4176 -0.2 -1.4 0.7 0.49
H 1.4788 3.7063 -1.1859 0.1 -1.1 -1.2 0.45
O -0.3153 0.0413 -3.9968 -0.8 -0.8 1.2 -0.97
H -0.2432 -0.9319 -4.0420 0.0 0.7 -0.2 0.45
H -0.9074 0.1607 -3.1901 1.0 0.0 -1.4 0.50
O 0.3360 3.5983 1.7117 0.5 0.6 -0.1 -0.95
H 0.8464 4.0996 1.0586 -0.2 -0.1 0.4 0.45
H -0.1087 2.9315 1.1826 -0.1 -0.2 -0.1 0.49
O 1.4478 -0.9215 1.8697 0.4 1.8 -0.1 -0.97
H 1.6633 -1.8212 1.9983 0.0 -1.4 0.2 0.46
H 0.7895 -0.8147 1.1690 -0.2 -0.2 0.1 0.49
O -0.6130 0.9541 3.1735 1.9 -0.3 0.9 -0.95
H 0.2063 0.9908 2.6304 -0.7 -0.3 0.6 0.50
H -1.2343 1.3866 2.6338 -1.2 1.0 -1.1 0.47
O -1.5995 -2.4674 -1.6953 -1.7 -0.1 2.1 -0.97
H -1.4537 -1.5818 -1.3252 0.4 -0.1 -0.3 0.50
H -1.0648 -2.6325 -2.4256 1.4 0.0 -1.8 0.46
O -1.4612 -1.5818 2.9491 -0.7 0.7 1.0 -0.99
H -0.9571 -1.5951 2.1369 0.1 0.1 -0.2 0.47
H -1.4234 -0.6308 3.2604 0.5 -1.5 -0.7 0.49
O 1.7706 0.2172 -1.4652 0.7 -0.1 0.5 -0.95
H 1.4805 -0.5748 -1.0112 0.0 -0.1 0.3 0.47
H 1.1258 0.3156 -2.1516 -0.7 0.1 -1.1 0.49
```
Forces are in eV/Å.

Output
Total charge ... -1
LUMO level ... 0.09908 Eh
HOMO-LUMO gap ... 9.82 eV
ΔE to the lowest compared entry with this formula, charge and spin ... 201.70 kJ/mol

Record 5
This record from OMol25 describes a cluster of 2 separate species, C10H20IN5O2 in total. The level of theory is the ωB97M-V functional and the def2-TZVPD basis.

Structure (XYZ):
```
38
Properties=species:S:1:pos:R:3:forces:R:3:nbo_charge:R:1
C 0.8511 1.9563 -0.7263 0.1 0.0 0.1 -0.61
C -0.6427 1.7034 -0.5193 -0.1 0.2 -0.1 -0.44
C -1.1047 0.3850 -1.1403 0.3 0.5 0.0 -0.38
I -3.2239 0.3661 -1.4170 -0.2 -0.1 0.0 0.16
C -0.7350 -0.8246 -0.3677 -0.1 -0.1 -0.1 0.47
N -0.0465 -0.8703 0.7689 0.0 0.2 0.1 -0.48
C 0.0394 -2.1575 1.0898 -0.1 -0.2 -0.1 0.58
N 0.6294 -2.6665 2.1758 0.4 0.1 -0.1 -0.43
N 1.2541 -1.7993 3.0850 -0.2 0.1 0.1 -0.32
C 0.3433 -1.3846 4.1568 0.0 -0.1 0.1 -0.43
C 2.4723 -2.4599 3.5553 0.0 0.0 0.0 0.70
C 3.7031 -2.1572 2.7505 -0.1 0.0 -0.1 -0.73
O 2.4270 -3.1896 4.5065 0.1 0.2 0.0 -0.51
N -0.5896 -2.9248 0.1759 0.1 0.0 0.1 -0.38
N -1.0779 -2.0555 -0.7578 0.2 0.0 -0.2 -0.35
H 1.1862 1.5830 -1.6973 0.0 0.1 0.0 0.21
H 1.0411 3.0289 -0.7317 0.0 0.0 0.0 0.26
H 1.4570 1.4975 0.0584 0.0 -0.1 -0.1 0.19
H -1.2068 2.5017 -1.0109 0.1 0.0 -0.1 0.28
H -0.9100 1.7212 0.5410 0.0 0.0 -0.1 0.21
H -0.6896 0.3249 -2.1494 -0.1 -0.1 0.0 0.27
H 0.6410 -3.6625 2.3542 -0.2 0.0 0.1 0.40
H 0.0685 -2.2081 4.8210 0.0 0.0 0.0 0.20
H -0.5399 -0.9473 3.6936 0.0 0.0 0.0 0.22
H 0.8401 -0.6012 4.7283 0.0 -0.1 0.0 0.23
H 3.7887 -2.8935 1.9453 0.0 0.0 0.1 0.25
H 4.5818 -2.2362 3.3874 0.0 -0.1 0.0 0.26
H 3.6354 -1.1743 2.2890 0.0 0.0 0.1 0.25
H -0.7165 -3.9209 0.1182 0.0 0.0 -0.1 0.44
H -1.6425 -2.3441 -1.5434 -0.1 0.0 0.1 0.46
C -1.9627 2.9470 -4.8733 -0.1 -0.1 0.0 -0.64
C -1.9892 3.9203 -3.6730 0.0 -0.2 0.2 0.01
O -0.7969 4.4144 -3.3378 0.2 -0.1 0.1 -0.95
H -1.2732 2.1221 -4.6548 0.1 0.0 0.0 0.16
H -2.9548 2.5245 -5.0902 0.0 0.0 0.0 0.16
H -1.6037 3.4688 -5.7640 0.1 0.0 0.0 0.19
H -2.4730 3.3321 -2.8252 -0.2 -0.1 0.0 0.02
H -2.7805 4.6807 -3.9217 0.1 0.0 0.0 0.07
```
Forces are in eV/Å.

Output
LUMO level ... -0.04378 Eh
HOMO-LUMO gap ... 3.28 eV

Record 6
This record from OMol25 describes the ion C2H5BrCl2P with charge +1 at a distorted geometry. The level of theory is the ωB97M-V functional and the def2-TZVPD basis.

Structure (XYZ):
```
11
Properties=species:S:1:pos:R:3:forces:R:3:nbo_charge:R:1
C -0.4471 -1.0612 -0.4511 -2.0 -3.7 2.0 -0.72
C 0.2179 -0.2579 0.6829 1.9 0.3 -1.1 -0.56
P 0.0885 1.3924 -0.2107 0.7 -3.6 3.2 1.12
Cl 1.4440 1.4544 -1.4877 1.3 0.4 -2.4 -0.02
Cl 0.2963 2.7465 1.0719 -0.1 2.2 1.2 -0.05
Br 1.8899 -1.1911 1.2980 -0.7 1.1 -0.8 0.10
H -1.4662 -0.6738 -0.6052 -0.1 -0.6 0.2 0.22
H -0.0753 -1.1389 -1.4765 1.0 0.5 0.5 0.27
H -0.5646 -2.1988 -0.0916 0.1 2.5 -0.8 0.29
H -0.1907 -0.0337 1.6800 -1.0 -0.7 -0.7 0.28
H -1.1925 0.9620 -0.4099 -1.1 1.5 -1.3 0.06
```
Forces are in eV/Å.

Output
Total charge ... +1
LUMO level ... -0.18576 Eh
HOMO-LUMO gap ... 9.36 eV

- Which of these has the lowest LUMO level?
  C2H5BrCl2P